# 1
73
Properties=species:S:1:pos:R:3:mulliken_charge:R:1 method="wB97M-V/def2-TZVPD" homo_lumo_gap_ev=5.42 de_lowest_kj_mol=129.09 e_lumo_ev=1.31 homo_energy_ev=-4.11 spin_multiplicity=1 charge=-1 mol_weight_g_mol=1415.9
H 4.68 2.61 -1.67 -0.52
H 6.09 -0.13 -2.38 0.29
H -12.16 -4.80 0.18 0.36
H 3.70 3.33 -3.77 0.28
C 7.58 4.31 -0.93 -0.55
C -6.99 -1.20 2.87 -0.41
H 2.67 6.87 2.16 0.36
Br 2.70 2.06 -0.30 -0.08
H 0.84 -1.39 2.73 0.39
B -3.51 -2.76 0.80 1.05
C 2.33 5.66 0.43 -0.01
C 2.74 -3.32 -1.38 -0.36
C -4.84 -2.15 1.56 0.45
H 2.86 -3.92 -0.48 0.40
H -2.36 -1.00 3.57 0.26
H 8.74 4.59 -2.71 0.35
H 3.86 1.17 -2.32 0.36
Br -11.38 -2.29 1.51 -0.14
H -11.90 -2.44 -0.89 0.35
C 7.71 4.65 -2.39 -0.52
B -2.19 -1.75 1.13 -0.54
Br 6.37 -3.02 -1.91 -0.15
C 1.51 -3.69 -2.17 -0.69
C 6.81 -0.21 -1.57 -0.39
Br 5.83 4.80 -0.23 0.01
C 3.71 2.19 -1.96 0.16
H -10.15 -2.60 -0.63 0.39
C 3.02 3.09 -2.96 0.29
Br -0.04 -3.97 -1.03 -0.11
H 1.65 5.01 0.97 0.36
C 0.06 -1.17 1.95 -0.54
C -11.30 -4.43 -0.39 -0.56
C 2.45 6.99 1.11 -0.57
H 1.23 -2.93 -2.90 0.38
H -3.69 -2.92 -0.37 -0.26
Br 3.95 8.02 0.40 -0.17
H 0.55 -1.37 0.96 -0.20
H 7.71 3.25 -0.73 0.24
Br 1.52 2.18 -3.80 -0.14
Br 1.55 5.83 -1.35 -0.12
Br 8.58 -0.10 -2.39 -0.14
H -1.98 -2.73 4.02 0.22
H -8.23 -2.97 2.13 0.28
C -7.25 -2.45 2.15 -0.21
Br -9.73 -5.36 0.30 -0.11
H -11.39 -4.76 -1.42 0.33
H -2.29 0.19 1.06 0.26
H 2.64 4.00 -2.51 -0.36
O -2.10 -0.51 0.40 -0.75
I -3.14 -4.75 1.82 -0.36
Br 6.75 3.37 -3.51 -0.13
H 6.74 0.66 -0.93 0.17
H 8.29 4.88 -0.34 0.37
H 3.28 5.15 0.30 -0.42
H 5.77 -1.42 -0.14 0.29
Br 2.67 -1.46 -0.80 -0.10
H -7.84 -0.75 3.45 0.23
H -0.20 -0.08 2.07 0.28
H 1.66 -4.64 -2.68 0.37
H -5.63 0.46 3.45 0.32
C -1.57 -1.81 3.53 -0.78
C -6.06 -2.95 1.44 -0.78
H -6.10 -3.91 0.87 0.26
N -4.65 -0.97 2.21 -0.15
H 7.31 5.64 -2.63 0.38
H 1.56 7.61 0.99 0.40
C 6.66 -1.48 -0.76 -0.49
N -1.12 -2.06 2.13 0.09
C -5.75 -0.48 2.87 -0.37
H -0.73 -1.44 4.18 0.31
H 3.63 -3.39 -1.99 0.09
C -11.14 -2.94 -0.31 -0.62
H 7.52 -1.70 -0.14 0.44

=====

# 2
77
Properties=species:S:1:pos:R:3:mulliken_charge:R:1 method="wB97M-V/def2-TZVPD" homo_lumo_gap_ev="3.91 / 7.20" s2=0.7512 e_lumo_ev="2.71 / 2.69" homo_energy_ev="-1.20 / -4.51" spin_multiplicity=2 charge=-1 mol_weight_g_mol=621.5
C 0.43 -1.49 3.97 0.51
H -1.80 0.52 -2.50 -0.11
H -2.43 0.65 -4.09 0.29
O 1.39 -1.99 4.71 -0.38
H -2.58 -0.75 4.16 0.27
H 0.41 -6.52 0.88 0.30
H -3.48 1.68 0.71 0.11
O -1.70 0.66 0.34 -0.50
C -2.41 1.86 0.66 -0.73
H -2.68 -2.44 4.20 0.32
C 0.18 -5.49 0.61 -0.38
H -4.34 -2.81 -0.39 0.33
C 3.67 -0.81 -3.28 -0.52
H 0.48 3.79 -3.16 0.25
H 4.40 0.22 0.39 0.16
H -2.66 5.56 -2.10 0.48
C -1.99 -1.64 3.92 -0.38
C 2.77 -1.83 4.27 -0.60
O -1.43 -1.08 -3.76 -0.41
C 0.56 2.82 -2.68 -0.24
H 1.77 -3.63 -3.80 0.20
C 1.08 -3.25 -3.05 -0.38
H 3.88 -1.03 -2.23 0.13
O 0.52 -0.82 2.88 -0.24
H 3.08 -1.58 -3.77 0.20
O -0.54 -1.59 -1.76 -0.24
H 0.94 -4.97 1.20 0.22
H 0.23 3.80 0.32 -0.24
O -0.72 -2.79 0.81 -0.17
O -1.09 -5.13 0.85 -0.37
H -3.16 -0.58 -2.92 0.30
H 0.52 -4.06 -2.59 0.27
H -4.08 -2.23 1.25 0.26
H 0.53 4.13 2.11 0.36
C 2.34 2.38 1.17 0.60
O 2.20 3.68 1.05 -0.43
O 1.71 2.11 -3.22 -0.44
H 0.94 5.26 0.78 0.21
C 2.08 0.91 -2.69 0.45
H 3.01 -0.77 4.33 0.26
O -0.76 -1.87 4.58 -0.43
H 2.89 -2.21 3.26 0.27
C -2.08 4.77 -1.63 -1.12
O -2.04 2.88 -0.31 0.23
O 3.64 2.07 1.14 -0.46
C 0.89 4.22 1.08 -0.20
C -2.27 -0.07 -3.29 -0.30
O -2.84 -3.83 0.68 -0.41
F -1.42 1.82 3.06 -0.24
C -2.29 2.42 2.13 0.77
H 3.44 -2.44 4.87 0.27
H -0.35 2.26 -2.89 0.05
O 3.11 0.49 -3.49 -0.45
H 5.11 0.78 1.76 0.35
H 3.45 0.08 1.85 0.16
H -3.76 3.56 -1.21 0.29
C -0.60 -1.66 -2.99 0.44
F -1.79 3.64 2.11 -0.30
H 4.65 -1.06 -3.68 0.35
C -2.86 3.89 -0.69 -0.39
H 0.47 -5.19 -0.40 0.04
C -1.47 -3.81 0.83 0.49
O 0.10 -2.47 -3.74 -0.44
Be 0.52 -0.69 0.29 1.86
H -3.05 4.56 0.15 0.25
C 4.12 0.75 1.30 -0.47
C -3.58 -2.60 0.36 -0.45
H -1.86 -1.64 2.84 -0.04
F 2.65 -1.91 0.04 -0.83
H 0.65 2.96 -1.60 0.20
H -1.15 5.21 -1.28 0.24
F -3.52 2.51 2.70 -0.33
H -2.85 -1.90 -0.06 0.09
O 1.37 1.58 1.32 -0.09
H -1.81 4.26 -2.56 0.17
O 1.60 0.42 -1.65 -0.32
H 1.63 -2.50 -2.49 0.03

=====

# 3
74
Properties=species:S:1:pos:R:3:mulliken_charge:R:1 method="wB97M-V/def2-TZVPD" smiles="O=C1OCCO1.ClCCCl.ClCCCl.ClCCCl.ClCCCl.ClCCCl.ClCCCl.ClCCCl.ClCCCl" homo_lumo_gap_ev=10.10 e_lumo_ev=0.02 homo_energy_ev=-10.08 spin_multiplicity=1 mol_weight_g_mol=879.7
Cl -25.85 -15.85 -28.30 -0.21
H -27.60 -14.58 -27.43 -0.16
Cl -27.10 -12.04 -25.63 -0.17
Cl -36.90 -13.43 -33.36 -0.20
H -34.13 -15.81 -28.42 0.27
Cl -34.36 -10.66 -23.05 -0.19
C -35.17 -18.49 -25.52 -0.49
C -30.18 -18.69 -29.10 -0.10
Cl -35.44 -16.15 -23.93 -0.20
H -28.39 -11.24 -28.56 -0.04
Cl -31.00 -9.45 -28.11 -0.19
C -35.10 -13.67 -31.35 -0.24
C -29.54 -20.02 -29.53 -0.49
Cl -29.99 -13.38 -26.26 -0.06
H -32.56 -14.73 -29.79 -0.33
H -35.17 -12.87 -25.77 0.19
H -30.01 -13.49 -35.56 0.31
O -31.02 -16.93 -26.36 -0.67
H -29.68 -11.05 -25.59 0.18
Cl -35.40 -17.65 -27.03 -0.12
Cl -35.96 -14.22 -29.95 -0.17
H -34.09 -13.43 -31.02 0.03
H -36.22 -11.33 -24.28 0.37
H -34.66 -19.43 -25.73 0.32
C -29.94 -13.96 -34.58 -0.57
C -34.50 -12.20 -25.23 -0.49
H -32.10 -13.86 -34.42 0.31
H -33.50 -17.10 -24.98 -0.30
C -29.14 -11.03 -29.33 0.39
C -32.38 -14.77 -28.72 0.38
C -26.97 -15.38 -27.02 0.13
C -28.40 -12.27 -24.50 -0.61
H -29.73 -8.97 -29.92 0.35
C -29.72 -12.05 -25.14 -0.38
C -35.30 -11.82 -23.97 -0.40
C -28.04 -16.46 -26.56 0.48
Cl -28.45 -13.14 -34.06 -0.17
H -28.34 -13.27 -24.05 0.33
H -29.48 -17.90 -29.39 0.17
H -29.70 -15.02 -34.70 0.39
H -35.06 -11.87 -32.58 0.33
C -33.54 -15.10 -27.84 -0.27
O -31.45 -15.79 -28.27 -0.15
C -29.50 -9.51 -29.00 -0.48
H -33.95 -17.95 -23.62 0.42
Cl -28.48 -19.83 -31.01 -0.21
H -28.87 -20.24 -28.70 0.32
Cl -31.61 -18.39 -30.13 -0.22
H -28.72 -9.08 -28.38 0.30
H -31.27 -12.46 -33.66 0.31
H -26.42 -15.06 -26.14 0.31
H -34.11 -11.38 -25.83 0.38
C -31.73 -16.17 -27.08 0.47
H -28.75 -16.76 -27.32 -0.49
H -30.03 -11.66 -29.21 -0.15
Cl -27.31 -17.96 -26.21 -0.22
O -32.89 -15.69 -26.76 0.20
Cl -33.08 -13.18 -24.75 -0.12
H -30.44 -12.13 -24.33 0.28
C -31.23 -13.54 -33.85 -0.44
H -36.45 -12.01 -31.48 0.31
H -36.13 -18.69 -25.05 0.35
C -34.39 -17.52 -24.52 0.06
H -31.80 -13.89 -28.42 -0.04
H -28.13 -11.55 -23.73 0.40
H -34.09 -14.18 -27.62 0.06
H -30.46 -18.66 -28.05 0.19
H -34.86 -14.53 -31.96 0.35
Cl -31.28 -14.51 -32.34 -0.15
Cl -28.35 -11.25 -30.86 -0.18
H -28.57 -16.03 -25.71 0.18
H -30.23 -20.82 -29.79 0.35
H -35.46 -12.73 -23.40 0.24
C -35.79 -12.56 -32.16 -0.37

=====

# 4
68
Properties=species:S:1:pos:R:3:mulliken_charge:R:1 method="wB97M-V/def2-TZVPD" homo_lumo_gap_ev=5.21 e_lumo_ev=-5.25 homo_energy_ev=-10.46 spin_multiplicity=1 charge=+1 mol_weight_g_mol=514.6
F 1.31 2.62 1.45 -0.19
H -3.16 3.99 2.51 0.40
H 0.17 -5.31 -3.27 0.40
H 5.68 2.71 -0.50 0.44
C -5.26 1.46 -0.39 -0.87
O 2.25 -5.48 -3.07 -0.28
H -4.13 2.76 3.27 0.11
C -6.98 2.96 3.31 -0.49
C 1.79 -4.01 -0.49 -0.31
H -6.30 1.13 -0.35 0.27
O 2.15 -2.95 -1.37 -0.39
H 2.83 3.70 -0.35 -0.02
C -4.04 3.35 2.36 -0.34
O 3.85 -5.33 -0.52 -0.29
H 3.43 -3.87 0.90 0.30
S 4.00 1.59 -1.95 0.30
H -2.83 1.93 1.34 0.14
H -6.62 1.00 5.44 0.28
C -6.44 3.72 2.11 -0.27
H 3.10 -4.20 -4.39 0.40
C 3.91 3.94 -0.31 0.05
H 0.96 -6.58 -4.26 0.28
H -5.24 2.44 -0.88 0.40
H -5.66 2.51 5.39 0.40
C -5.87 1.57 4.89 -0.82
C 2.93 -4.64 0.31 -0.51
F 4.32 3.96 1.01 -0.30
C 0.32 2.14 0.73 0.32
C 5.21 -5.01 -0.29 -0.74
H -8.03 2.69 3.10 0.38
H 3.96 -3.58 -2.15 0.07
H -6.98 3.61 4.19 0.34
N 5.04 0.23 -1.61 -0.46
H 0.78 -6.78 -2.51 0.25
F -1.01 2.71 -1.05 -0.26
F -0.62 1.49 1.39 -0.18
O -5.13 4.25 2.24 -0.48
H 4.04 4.97 -0.67 0.32
H 1.21 -4.77 -1.02 0.09
H -6.52 3.14 1.19 0.06
C 2.98 -3.24 -2.49 0.01
H 5.74 -5.12 -1.24 0.25
C 5.11 0.09 -0.39 0.62
C 4.83 3.00 -1.15 -0.52
O -6.28 1.75 3.55 -0.29
H 1.11 -3.57 0.24 0.43
H 5.25 3.61 -1.97 0.42
C 0.18 2.29 -0.60 0.28
C 2.40 -4.16 -3.55 -0.76
H 0.69 1.39 -2.44 0.47
H 2.24 0.09 -1.40 0.32
H 5.34 -3.98 0.05 0.29
O -4.77 1.51 0.93 -0.32
H -4.94 0.98 4.87 0.23
H -7.09 4.59 1.97 0.42
C 1.21 1.98 -1.67 -0.70
H 1.45 -3.75 -3.91 0.36
C 0.97 -6.06 -3.30 -0.85
H 2.50 -5.37 1.00 0.39
H -3.59 3.11 0.27 0.35
C -3.75 2.48 1.15 -0.13
C 2.43 1.15 -1.14 -0.57
S 5.25 0.30 1.15 -0.12
H 1.61 2.93 -2.09 0.30
H 5.64 -5.71 0.43 0.28
H 2.56 1.18 -0.04 0.45
H -4.69 0.74 -0.98 0.27
H 3.16 -2.27 -2.97 0.33

=====

# 5
71
Properties=species:S:1:pos:R:3:mulliken_charge:R:1 method="wB97M-V/def2-TZVPD" homo_lumo_gap_ev=5.98 e_lumo_ev=-5.60 homo_energy_ev=-11.57 spin_multiplicity=1 charge=+1 mol_weight_g_mol=565.5
O 0.68 2.00 -1.45 -0.67
C -0.92 2.50 5.08 0.52
O -2.74 -2.08 0.67 -0.27
H 1.64 5.21 -2.90 0.36
H 1.22 -1.15 -4.79 0.25
H 0.71 4.40 4.04 0.35
N 3.86 -0.47 3.01 -0.37
H 2.49 -1.12 -2.60 0.31
H -4.98 -2.26 0.14 0.20
O -3.92 -4.06 0.17 -0.34
H 2.81 3.27 -0.83 0.24
C 4.04 1.00 2.89 -0.21
H 2.57 1.80 -6.51 0.31
H 3.71 4.28 -1.95 0.31
H 0.26 2.63 -6.50 0.34
C -4.75 -3.12 -0.49 -0.07
P 0.63 1.87 -2.99 1.05
O -1.64 -3.21 2.37 -0.74
C 2.78 4.22 -1.38 -1.11
H 3.01 2.81 -5.15 0.27
H -2.70 -1.12 2.52 0.42
O -1.63 -4.25 0.25 -0.23
C 0.74 2.75 6.96 0.57
C -2.14 -6.61 0.26 -1.02
O -1.85 1.57 4.74 -0.40
H 2.12 -1.84 3.37 0.32
H 3.40 3.34 2.89 0.27
H -3.14 -2.29 -1.71 0.19
C 2.41 -0.68 3.29 -0.33
H -1.70 -7.61 0.36 0.41
H 0.63 4.34 -1.75 0.33
C -1.11 -5.54 0.52 -0.36
C 0.73 -1.26 -3.82 -1.08
C -4.14 -2.72 -1.82 -1.02
C -1.08 -0.44 1.22 -0.38
H 5.17 1.31 2.64 0.30
H -5.70 -3.63 -0.68 0.36
O 1.85 0.74 -3.07 -0.34
F 1.67 3.86 6.63 -0.21
O 0.58 1.71 -4.72 -0.33
H -0.74 -5.59 1.55 0.29
S 0.09 3.20 3.63 0.10
H 2.57 3.57 -6.69 0.38
C 1.54 -0.59 -2.73 -0.05
H 0.12 -0.06 3.76 0.41
H -3.21 -0.16 1.14 0.39
H 1.01 -0.63 -1.77 0.06
C 1.58 4.30 -2.31 -0.37
C 1.46 1.94 3.38 0.58
H 0.57 3.75 -5.19 0.22
C 1.20 0.34 3.51 -0.28
H -0.95 -0.16 0.17 0.16
C -2.50 -0.93 1.46 -0.76
H -4.02 -3.60 -2.47 0.32
H -2.57 -6.51 -0.74 0.23
H -1.23 2.16 7.08 0.38
O 1.61 3.20 -3.21 -0.37
H -0.35 -1.21 1.44 0.24
P -2.71 -3.61 1.33 1.03
C 3.02 2.23 3.02 -0.42
H -0.26 -0.80 -3.91 0.26
O 1.23 1.71 7.66 -0.38
C 2.33 2.75 -6.01 -1.10
C 0.87 2.78 -5.61 -0.09
H -0.86 0.44 1.84 0.02
H 0.59 -2.33 -3.61 0.43
H 2.76 5.04 -0.65 0.39
H -2.97 -6.54 0.98 0.28
H -0.25 -5.69 -0.14 0.29
H -4.77 -2.00 -2.34 0.38
N -0.71 2.89 6.53 -0.23

=====

# 6
66
Properties=species:S:1:pos:R:3:mulliken_charge:R:1 method="wB97M-V/def2-TZVPD" homo_lumo_gap_ev=2.37 e_lumo_ev=-3.65 homo_energy_ev=-6.02 spin_multiplicity=1 mol_weight_g_mol=524.4
C -21.62 -3.87 -24.99 0.00
H -19.26 8.99 -22.19 0.26
H -24.98 -5.34 -26.70 0.31
C -25.39 7.26 -20.44 -0.93
O -25.42 5.36 -21.86 -0.55
H -20.19 1.16 -13.08 0.37
F -20.63 -5.99 -24.34 -0.27
H -17.96 2.25 -14.88 0.25
H -18.88 0.48 -18.30 0.33
H -17.52 9.24 -22.06 0.33
C -18.31 8.49 -22.04 -0.98
N -20.21 1.46 -16.12 0.09
O -18.48 6.33 -22.88 -0.58
C -25.87 6.43 -21.62 0.72
H -21.83 -5.30 -27.31 0.30
C -27.04 7.03 -22.35 -1.06
O -20.06 2.83 -16.41 -0.44
H -22.52 -6.38 -26.10 0.24
C -20.85 1.79 -13.68 -1.55
H -26.72 7.89 -22.94 0.32
H -16.54 8.12 -24.43 0.30
H -16.99 0.73 -15.15 0.46
H -22.11 -0.50 -15.72 0.48
Ag -21.40 1.93 -20.75 0.65
C -24.07 -5.37 -27.30 -1.21
H -23.48 1.55 -15.06 0.37
C -22.59 1.81 -15.63 -1.83
C -17.98 1.17 -15.02 -1.49
F -19.62 -4.91 -25.88 -0.27
C -19.24 -0.77 -15.98 -1.21
C -22.65 -5.42 -26.60 -0.20
O -22.28 -3.22 -23.88 -0.73
H -20.58 -2.21 -14.94 0.38
C -18.10 7.50 -23.10 0.80
H -17.41 0.27 -17.58 0.41
H -27.43 6.35 -23.12 0.30
C -21.19 1.20 -15.05 1.59
H -21.78 1.85 -13.11 0.46
H -18.37 -1.30 -15.60 0.39
H -17.68 7.12 -25.15 0.33
F -19.45 -4.25 -23.91 -0.27
H -25.48 8.28 -20.81 0.31
C -20.29 -4.78 -24.76 0.80
O -22.82 -4.49 -25.47 -0.27
H -18.06 1.95 -17.68 0.37
H -24.35 6.93 -20.40 0.29
H -19.75 -1.03 -13.87 0.33
H -21.37 -3.10 -25.71 0.23
H -24.10 -6.17 -28.04 0.38
H -22.77 1.64 -16.69 0.42
H -18.35 8.03 -21.05 0.30
H -25.94 7.03 -19.54 0.28
H -27.76 7.25 -21.56 0.31
C -18.93 0.73 -16.13 1.55
H -24.11 -4.48 -27.93 0.31
H -18.22 0.78 -14.03 0.36
C -21.42 -0.25 -14.92 -1.39
H -20.40 2.78 -13.69 0.27
C -20.24 -1.18 -14.83 -0.77
H -18.11 8.84 -24.85 0.32
H -22.50 2.90 -15.56 0.43
C -18.29 0.91 -17.49 -1.81
H -22.03 -0.42 -14.04 0.42
H -19.54 3.20 -15.69 0.35
H -19.66 -1.32 -16.82 0.41
C -17.62 7.95 -24.45 -1.07

=====

# 7
67
Properties=species:S:1:pos:R:3:mulliken_charge:R:1 method="wB97M-V/def2-TZVPD" homo_lumo_gap_ev="7.94 / 5.55" s2=0.7521 e_lumo_ev="-6.28 / -8.67" homo_energy_ev="-14.22 / -14.22" spin_multiplicity=2 charge=+2 mol_weight_g_mol=689.3
O -1.56 -1.76 1.40 -0.52
O -3.52 -0.60 1.05 -0.63
As 2.57 -2.57 -4.29 0.59
H -0.73 -3.07 -0.40 0.62
C 1.65 -3.46 -1.00 -1.74
H 2.35 1.69 -0.80 0.47
H 0.71 2.07 -1.39 0.38
H 3.17 -0.17 -4.04 0.32
H -4.50 -1.59 -1.71 0.44
H 2.45 5.18 5.20 0.32
H -3.67 -2.95 -2.53 0.49
H -3.89 2.23 3.58 0.44
H 1.57 -3.20 0.05 0.38
C 0.79 -2.52 -1.85 2.20
C -3.72 2.20 2.51 -1.06
H 1.31 -4.49 -1.10 0.45
H 0.68 3.03 5.94 0.43
H 1.08 5.62 6.21 0.39
C 4.21 -3.18 -3.49 -1.03
C 2.77 -0.74 -4.88 -0.98
C -1.03 2.74 3.05 0.34
H 1.13 2.37 0.29 0.35
C -0.69 -2.79 -1.46 -1.86
H -2.86 0.13 -3.33 0.49
C -0.77 3.98 2.48 -0.57
C 0.55 4.55 4.43 0.89
O -3.68 -3.00 1.58 -0.63
As -2.03 -1.37 -1.52 0.75
H 4.12 -4.21 -3.18 0.41
H -3.78 3.20 2.07 0.39
C -3.69 -2.32 -1.64 -1.23
H -1.19 4.24 1.51 0.47
As 0.67 -0.06 -0.05 1.01
H 0.88 -0.44 -2.48 0.31
H -1.07 -3.65 -2.01 0.64
C 1.29 1.70 -0.55 -1.16
O -3.08 -1.37 3.33 -0.62
H -1.85 -1.12 -4.05 0.42
C 1.41 5.52 5.17 -1.46
H 2.33 -1.00 -1.67 0.66
H 5.01 -3.08 -4.23 0.40
Mn -1.69 -0.15 0.50 0.74
C -0.51 2.38 4.29 -0.56
H 2.93 -0.68 0.92 0.45
C 0.28 3.29 4.97 -0.72
H 1.39 6.51 4.71 0.36
H 1.80 -0.35 -5.18 0.36
S -2.08 1.58 2.25 0.95
C 1.93 -0.58 1.33 -1.39
C -1.93 -0.42 -3.21 -1.27
H 0.16 -2.38 -3.95 0.28
H 4.42 -2.53 -2.64 0.37
H -0.71 1.40 4.72 0.52
C 0.02 4.87 3.17 -0.78
H -1.11 0.29 -3.23 0.33
H 0.23 5.84 2.75 0.36
O -1.78 1.77 0.71 -0.88
H 1.61 -1.52 1.79 0.41
C 1.23 -1.06 -1.65 -2.06
H -4.40 1.50 2.03 0.38
S -3.07 -1.77 1.96 1.31
H 3.46 -0.70 -5.71 0.42
H 0.72 -3.98 -3.46 0.61
C 0.91 -2.91 -3.35 -1.32
H 2.70 -3.42 -1.27 0.32
H 1.93 0.20 2.09 0.46
H -3.83 -2.92 -0.74 0.40